No. 1
# C11H15N3O

The molecule C11H15N3O (ωB97M-V/def2-TZVPD, the OMol25 dataset).

Values from the calculation:
* energy relative to the best compared isomer or geometry (same formula, charge and spin): 160.3 kcal/mol
* M: 205.261 g/mol
* frontier orbital gap (spin up / spin down): 7.14 / 8.16 eV
* HOMO level (spin up / spin down): -8.18 / -8.74 eV

Geometry as ORCA input:
```
! wB97M-V def2-TZVPD RIJCOSX def2/J DEFGRID3
* xyz 0 1
O -2.8790 -0.9494 -0.2959
N 2.8325 -1.9761 -0.5165
N -0.6316 -2.8554 -0.7810
N -2.7249 1.9288 1.6622
C 0.4196 0.2379 0.6832
C 0.7232 -1.2541 0.8205
C -1.2663 0.7558 -1.1720
C 0.2100 1.0117 -0.6846
C -2.3203 0.2631 -0.1872
C -0.3413 -2.0755 0.1433
C 0.3052 2.4740 -0.1088
C -2.6546 1.2114 0.7474
C 0.8121 -1.6747 2.3178
C 1.9077 -1.5763 0.0567
C 1.2971 0.8960 -1.7559
H -0.0916 -3.0939 -1.6060
H 1.2672 2.6421 0.4522
H 0.3317 3.2541 -0.8437
H 1.4070 -0.1361 -2.0477
H -0.4130 2.6241 0.6197
H -1.6446 1.6102 -1.7190
H 0.6136 -0.7784 2.7925
H 1.8069 -1.9812 2.6915
H 0.0542 -2.4267 2.4947
H 0.9847 1.4331 -2.7185
H -2.1107 -1.6519 -0.2651
H 2.3443 1.3098 -1.5297
H -0.4132 0.3779 1.4534
H 1.4371 0.6345 1.1980
H -1.2631 -0.2352 -1.9013
*
```

***

No. 2
# C5H8O5

The molecule C5H8O5 (ωB97M-V/def2-TZVPD, the OMol25 dataset).

Values from the calculation:
* SMILES: C=C(O)C(=O)[C@@H](O)C(O)O
* energy relative to the best compared isomer or geometry (same formula, charge and spin): 38.4 kcal/mol
* M: 148.114 g/mol
* frontier orbital gap: 9.22 eV
* HOMO level: -9.38 eV

Geometry as ORCA input:
```
! wB97M-V def2-TZVPD RIJCOSX def2/J DEFGRID3
* xyz 0 1
O 1.7053 2.3364 0.4010
O -0.5336 -2.1024 1.5012
O -0.9796 -0.1949 -1.4821
O 1.3575 -0.2374 1.0097
O -0.1078 2.4202 -0.9673
C 0.3278 0.4647 0.3822
C -0.9143 -1.8148 0.2287
C -1.7563 -2.6438 -0.3995
C 0.8872 1.5562 -0.4712
C -0.5646 -0.5039 -0.3817
H -2.1085 -2.3880 -1.3972
H 0.2186 -1.5234 1.7446
H -0.2794 0.9368 1.1682
H 1.4682 1.1877 -1.3108
H 1.9449 0.3732 1.5160
H -2.0577 -3.5721 0.0917
H 2.0153 3.0731 -0.1395
H -0.6155 1.7879 -1.5237
*
```

***

No. 3
# C39H27Cl4FN4O3PbS

A structure of composition C39H27Cl4FN4O3PbS (ωB97M-V/def2-TZVPD, the OMol25 dataset).

Values from the calculation:
* energy relative to the best compared isomer or geometry (same formula, charge and spin): 0.0 kcal/mol
* M: 999.747 g/mol
* frontier orbital gap (spin up / spin down): 5.74 / 6.52 eV
* HOMO level (spin up / spin down): -7.24 / -7.44 eV

Geometry as ORCA input:
```
! wB97M-V def2-TZVPD RIJCOSX def2/J DEFGRID3
* xyz 0 1
Pb 0.0443 -0.2547 -0.3486
Cl -3.3160 -3.1344 -3.3624
Cl -2.0815 -4.0482 2.7083
Cl -3.8015 -6.1544 1.1125
Cl -4.3558 -5.7406 -1.9107
S 2.5376 0.9253 3.8682
F 2.1956 5.3563 -3.5390
O -1.2580 -1.7949 1.0249
O -5.9901 0.5711 -4.1142
O -1.9315 -1.3375 -1.5182
N -1.0713 1.7071 -1.9010
N -4.2071 1.9190 -3.7708
N -4.8561 0.3750 -2.1383
N 1.8000 -0.2057 1.6812
C -3.0052 2.3167 -3.1680
C -7.3326 -3.9718 0.6319
C -5.2515 -0.8885 -0.1547
C 3.0093 -0.7879 2.0261
C 2.8945 3.6706 -2.0561
C 1.7683 1.7876 -3.7781
C 4.8517 -2.2786 1.7719
C 2.4133 -0.0208 -2.2426
C -1.8055 1.9628 1.1950
C -6.9706 -2.5986 -1.4513
C 5.4214 -1.7691 2.9464
C -1.4391 2.9754 3.3445
C 3.6470 -1.7977 1.3044
C -2.2278 2.8054 2.2157
C -3.1926 -4.7454 0.3397
C 3.5775 -0.2903 3.2002
C -2.3024 -2.4122 -0.9834
C 2.9563 2.3271 -1.7401
C 1.4320 0.6875 2.5458
C 1.7086 3.1259 -4.1047
C -0.6025 1.2611 1.2601
C -2.4584 -3.8364 1.0467
C 2.2686 4.0451 -3.2326
C -5.8290 -1.9450 0.5303
C -2.6250 3.6533 -3.0993
C -1.4656 3.9902 -2.4221
C 4.7941 -0.7776 3.6730
C -3.0229 -3.4266 -1.6958
C -6.4084 -1.5464 -2.1574
C 0.1661 1.4415 2.4172
C -2.1451 1.3719 -2.6147
C -5.5323 -0.6862 -1.5033
C 2.3958 1.3480 -2.5906
C -0.2396 2.2905 3.4441
C -0.7367 2.9900 -1.7953
C -3.4629 -4.5474 -1.0558
C -5.0829 0.8974 -3.3780
C -6.6979 -2.8252 -0.1060
C -1.9639 -2.6454 0.4205
H 0.3654 2.4183 4.3348
H 6.3672 -2.1635 3.2932
H -4.5828 2.4694 -4.5248
H -6.6300 -1.3955 -3.2012
H -6.8623 -4.1209 1.6039
H 5.3624 -3.0636 1.2303
H -2.4419 1.8569 0.3219
H -3.1722 3.3295 2.1319
H 2.0333 -0.7591 -2.9348
H 5.2375 -0.3955 4.5826
H 1.2316 3.4690 -5.0126
H -7.6409 -3.2703 -1.9765
H -3.2457 4.4199 -3.5477
H -5.5912 -2.0897 1.5778
H -4.5668 -0.2224 0.3610
H -4.1521 0.8150 -1.5708
H -2.3429 0.3137 -2.7111
H 3.1872 -2.1946 0.4085
H -8.3969 -3.7942 0.8002
H -1.1464 5.0205 -2.3460
H 3.0640 -0.3723 -1.4528
H 3.3218 4.4283 -1.4136
H -1.7589 3.6300 4.1444
H -7.2397 -4.9026 0.0703
H 0.1369 3.2202 -1.1971
H 3.4405 2.0137 -0.8225
H 1.3229 1.0563 -4.4411
*
```